Entry 1:
ORCA calculation (wB97M-V/def2-TZVPD) on a cluster of 2 separate species, C4H7NO in total.

Atoms and positions in Å:
C: -1.67 0.79 1.08
C: -0.69 0.18 0.17
C: -0.88 -0.91 -0.48
N: -1.09 -1.99 -0.99
H: -1.46 1.89 1.12
H: -1.53 0.55 2.21
H: -2.70 0.54 0.75
H: 0.39 0.53 0.08
H: -1.55 -1.94 -1.81
C: 3.30 -0.20 0.26
O: 3.18 0.29 1.33
H: 4.26 -0.76 -0.05
H: 2.36 -0.15 -0.32

Values from the calculation:
Gap between HOMO and LUMO (eV): 9.656
SMILES string: CC=C=N.C=O
Charge: 0

---

Entry 2:
ORCA calculation (wB97M-V/def2-TZVPD) on an isolated molecule of C4H7NO.

Atoms and positions in Å:
C: 1.89 0.05 0.28
C: 0.42 0.27 0.51
O: 0.05 1.26 1.11
C: -0.63 -0.67 -0.15
C: -1.88 0.04 0.10
N: -1.08 -0.03 -1.35
H: 2.43 0.84 0.81
H: 2.13 0.09 -0.79
H: 2.17 -0.93 0.66
H: -0.45 -1.74 -0.14
H: -1.92 0.48 1.11
H: -2.86 -0.09 -0.29
H: -0.29 0.41 -1.85

Values from the calculation:
Gap between HOMO and LUMO (eV): 10.086
SMILES string: CC(=O)[C@H]1CN1
Charge: 0

---

Entry 3:
ORCA calculation (wB97M-V/def2-TZVPD) on a cluster of 3 separate species, C4H7NO in total.

Atoms and positions in Å:
C: -0.62 -1.46 -0.54
C: -1.67 -0.65 -0.49
C: -1.53 0.77 -0.71
N: -1.41 1.91 -0.87
H: -0.73 -2.53 -0.36
H: 0.39 -1.10 -0.74
H: -2.67 -1.01 -0.28
H: 0.71 -0.02 2.20
H: 0.04 0.00 2.52
C: 1.84 1.01 -0.12
O: 2.25 0.04 0.46
H: 2.17 1.25 -1.15
H: 1.10 1.70 0.32

Values from the calculation:
Gap between HOMO and LUMO (eV): 10.666
SMILES string: C=CC#N.[H][H].C=O
Charge: 0

---

Entry 4:
ORCA calculation (wB97M-V/def2-TZVPD) on a cluster of 2 separate species, C4H7NO in total.

Atoms and positions in Å:
C: -0.59 0.85 -0.65
C: 1.00 -0.03 -0.26
C: -1.47 -1.38 1.43
C: 2.03 0.65 -0.77
O: 0.88 -1.15 0.31
N: -0.98 -1.27 0.29
H: -0.42 1.76 -0.07
H: -0.33 0.94 -1.70
H: -1.65 0.64 -0.57
H: -0.99 -2.01 2.19
H: -2.41 -0.88 1.70
H: 3.04 0.28 -0.60
H: 1.89 1.58 -1.30

Values from the calculation:
Gap between HOMO and LUMO (spin up / spin down) (eV): 6.967 / 6.941
Charge: 0

---

Entry 5:
ORCA calculation (wB97M-V/def2-TZVPD) on a structure of composition C4H7NO.

Atoms and positions in Å:
O: -1.42 0.99 0.97
C: -0.31 0.92 0.14
C: 1.01 0.32 0.71
C: 1.07 -0.94 -0.21
N: -0.31 -1.40 -0.11
C: -0.40 -0.19 -0.91
H: -1.59 0.07 1.25
H: -0.16 1.91 -0.30
H: 0.92 0.01 1.76
H: 1.87 0.97 0.58
H: 0.76 -0.22 -1.40
H: -0.43 -2.22 -0.70
H: -1.02 -0.23 -1.80

Values from the calculation:
Gap between HOMO and LUMO (eV): 9.680
Charge: 0

---

Entry 6:
ORCA calculation (wB97M-V/def2-TZVPD) on an isolated molecule of C4H7NO.

Atoms and positions in Å:
O: 2.76 -0.37 -0.27
N: 1.88 0.68 -0.09
C: 0.66 0.37 -0.05
C: -0.16 -0.91 -0.20
C: -1.42 -0.06 0.15
C: -0.56 1.23 0.20
H: 2.29 -1.20 -0.08
H: -0.15 -1.31 -1.22
H: 0.07 -1.73 0.49
H: -2.20 -0.07 -0.62
H: -1.87 -0.33 1.11
H: -0.77 1.96 -0.59
H: -0.55 1.75 1.16

Values from the calculation:
Gap between HOMO and LUMO (eV): 10.469
SMILES string: ON=C1CCC1
Charge: 0

---

Quick rundown of DFT total energy, same order as above: -286.4994; -286.4734; -286.5049; -286.3693; -286.4455; -286.5156 a.u.
Quick rundown of ΔE to the lowest compared entry with this formula, charge and spin, same order as above: 83.0; 99.3; 79.5; 164.6; 116.8; 72.8 kcal/mol